This record from OMol25 describes a molecular structure, C34H46MnN3OPS2Te. The level of theory is ωB97M-V with the def2-TZVPD basis set.

Structure (XYZ):
```
89
Properties=species:S:1:pos:R:3:lowdin_spin:R:1
Te -1.453 -2.478 -2.580 0.003
Mn -0.861 -1.075 0.669 1.099
S -1.296 -0.330 -1.415 -0.025
S 0.724 1.308 -2.763 -0.002
P -1.138 1.306 2.807 0.002
O -1.239 -2.802 0.877 0.019
N -0.792 0.319 1.525 -0.064
N 0.836 -1.486 -0.028 -0.027
N 1.359 -0.507 -0.881 -0.001
C -3.355 2.884 3.602 0.002
C 2.919 1.287 -4.396 0.000
C 2.876 -2.657 -0.555 0.000
C -0.533 3.685 1.485 0.000
C -1.049 -0.652 -7.062 0.000
C 2.896 0.173 -6.530 0.000
C -0.074 -5.977 2.076 0.002
C 4.066 2.256 -6.279 0.000
C -0.381 -3.779 1.156 0.005
C 1.828 -4.761 1.270 0.004
C -2.953 1.739 2.663 0.008
C -2.212 -0.698 -4.957 0.000
C 0.111 3.592 3.895 -0.001
C 0.003 2.774 2.600 -0.003
C 2.546 1.331 -2.940 -0.001
C -0.253 -2.079 -5.302 0.000
C 2.519 0.223 -5.199 0.000
C 1.304 -5.879 1.867 -0.006
C 1.009 -3.677 0.886 -0.005
C 0.468 0.082 -1.590 -0.004
C 3.672 1.190 -7.072 0.000
C 0.818 0.213 4.478 0.000
C -2.073 -0.196 -6.240 0.000
C 1.553 -2.573 0.134 0.002
C -1.340 0.863 5.576 -0.002
C -1.166 -1.184 4.119 0.001
C -1.292 -1.631 -4.490 0.000
C -0.150 -1.600 -6.599 0.000
C -3.795 0.501 3.002 0.001
C -3.290 2.133 1.212 0.001
C -0.706 0.272 4.307 -0.009
C 1.401 2.295 2.173 0.001
C -0.909 -4.944 1.725 -0.004
C 3.687 2.307 -4.945 0.000
H 1.958 -6.685 2.168 0.000
H 2.586 -0.659 -7.149 0.000
H 3.997 3.142 -4.328 0.000
H 2.910 2.240 -2.465 0.000
H -0.674 3.153 0.542 0.000
H -0.853 3.950 4.252 0.000
H -3.216 2.641 4.654 0.000
H 1.361 1.554 1.373 0.001
H 1.319 -0.123 3.569 0.000
H 2.923 0.477 -2.379 0.000
H -3.066 3.172 0.996 0.000
H 3.966 1.150 -8.112 0.000
H -2.789 1.506 0.475 0.000
H 0.471 -2.796 -4.934 0.000
H 1.980 1.895 2.999 0.000
H -1.161 1.931 5.685 0.000
H 0.641 -1.963 -7.243 0.000
H -0.883 0.368 6.435 -0.001
H -1.458 4.185 1.759 0.000
H 0.600 3.047 4.700 0.000
H -2.411 0.679 5.627 0.000
H -4.839 0.752 2.808 0.000
H -1.976 -4.996 1.893 0.000
H 1.252 1.156 4.799 0.000
H -0.488 -6.871 2.524 0.000
H -2.779 0.537 -6.608 0.000
H -0.959 -0.270 -8.070 0.000
H -2.210 -1.304 3.850 0.000
H 2.747 -2.410 -1.609 0.000
H 0.213 4.463 1.316 0.000
H -1.012 -1.694 5.072 0.000
H 0.722 4.471 3.681 0.000
H 2.896 -4.710 1.119 0.000
H -2.829 3.809 3.379 0.000
H -3.549 -0.356 2.371 0.001
H -3.035 -0.368 -4.336 0.000
H 3.558 -1.914 -0.138 0.000
H 1.023 -0.520 5.260 0.000
H -4.419 3.077 3.449 0.001
H 1.940 3.164 1.793 0.000
H -4.364 1.999 1.076 0.000
H 1.902 -0.568 -4.784 0.000
H -0.544 -1.701 3.384 0.000
H 3.316 -3.642 -0.480 0.000
H -3.724 0.210 4.047 0.000
H 4.668 3.051 -6.698 0.000
```

As for the charge: +2. The expectation value of S² is 0.8146. Its multiplicity is 2. The calculation puts the largest force on an atom at 0.811 eV Å⁻¹. As for the energy relative to the best compared isomer or geometry (same formula, charge and spin): 2.19 kcal/mol. The value obtained for the gap between HOMO and LUMO (spin up / spin down) is 0.2182 / 0.2443 hartree.